Molecular formula: C21H29N3O4S
Method: DFT, the ωB97M-V functional and the def2-TZVPD basis

Structure (XYZ):
```
58
Properties=species:S:1:pos:R:3:forces:R:3:lowdin_charge:R:1
C 6.655483 1.662294 -0.344639 0.1928 -0.2166 -0.2397 -0.103
N 5.356579 2.105978 0.099327 -0.7069 -0.2897 -0.4813 -0.335
C 5.324963 2.686571 1.419951 -0.1744 0.1125 0.2945 -0.102
S 4.085690 1.078939 -0.189143 0.5668 0.3976 0.5023 0.638
O 2.895209 1.808806 0.105978 -0.0559 0.0400 0.2860 -0.262
O 4.262013 0.561864 -1.517578 0.3845 -0.1570 -0.0333 -0.267
N 4.270417 -0.135150 0.935712 -0.3941 0.6901 -0.8074 -0.208
C 4.954824 -1.330532 0.490741 0.2610 -0.3977 -0.2402 -0.171
C 4.005970 -2.354193 -0.153088 0.1591 -0.2859 0.0309 -0.141
N 2.718052 -2.428632 0.522272 0.0550 0.3044 -0.0590 -0.158
C 1.548094 -2.261292 -0.306166 -0.1036 0.2857 -0.1733 -0.117
C 1.365374 -0.925476 -1.067713 -0.4199 -0.3624 0.3397 -0.331
O 2.051030 -0.938614 -2.303633 0.0233 0.0300 -0.2066 -0.032
C -0.124982 -0.714681 -1.371750 0.4809 0.0567 -0.3903 -0.145
O -0.809347 -0.581996 -0.145892 -0.1338 0.0510 0.2151 -0.043
C -2.152527 -0.362936 -0.167332 -0.1882 0.0058 0.1517 -0.260
C -2.767283 -0.225062 1.078901 0.2208 -0.0644 -0.1175 0.002
C -4.124206 -0.011708 1.171680 0.0173 -0.0018 -0.1316 -0.027
C -4.915581 0.079680 0.026474 0.2501 -0.0396 -0.1289 -0.195
C -6.363903 0.308669 0.125023 -0.2651 0.0432 0.0151 -0.189
C -7.120824 -0.335446 1.101579 0.0653 0.0298 -0.0493 -0.038
C -8.483606 -0.122493 1.192379 -0.0916 0.0024 0.0753 -0.087
C -9.114592 0.740320 0.311967 -0.0916 0.0142 0.0072 -0.098
C -8.372606 1.387853 -0.661601 -0.0961 0.0240 -0.0610 -0.086
C -7.010313 1.173267 -0.755906 0.0582 -0.0459 0.0408 -0.038
C -4.294076 -0.053543 -1.210327 -0.1508 0.0237 0.2431 -0.024
C -2.932790 -0.276057 -1.315159 0.4231 -0.0343 -0.0679 -0.008
C 2.714482 -1.835119 1.833223 0.2318 -0.0437 0.0313 -0.155
C 3.194838 -0.369451 1.886120 -0.4545 0.0903 0.4635 -0.162
H 7.122164 0.970587 0.367165 0.0425 0.0026 0.0095 0.090
H 7.302700 2.530674 -0.472298 -0.0191 -0.0304 0.0204 0.094
H 6.521574 1.171991 -1.305195 0.2599 0.0053 -0.0454 0.081
H 5.944965 3.582461 1.432765 -0.0152 -0.0140 -0.0150 0.094
H 4.293384 2.955484 1.629414 0.0703 0.1774 0.2218 0.082
H 5.683091 1.984864 2.182772 0.0333 0.0077 0.0189 0.089
H 5.708329 -1.027743 -0.234251 0.1450 -0.2494 0.0853 0.108
H 5.456603 -1.763916 1.362511 0.0289 0.0794 -0.1078 0.127
H 4.485535 -3.344179 -0.113883 0.1349 0.1324 -0.1182 0.121
H 3.852148 -2.092937 -1.200225 0.0447 -0.0685 0.0719 0.109
H 1.561686 -3.058702 -1.056759 -0.1680 0.0545 -0.0464 0.137
H 0.676850 -2.404681 0.335940 -0.0204 -0.0775 -0.0447 0.122
H 1.697524 -0.089022 -0.447038 -0.1181 -0.0651 -0.0268 0.115
H 2.831151 -0.363999 -2.242473 -0.2234 -0.0807 0.0108 0.047
H -0.232831 0.189956 -1.982434 -0.0243 -0.0999 0.0406 0.142
H -0.499984 -1.575678 -1.940661 -0.0353 0.0545 0.0095 0.142
H -2.151520 -0.286248 1.962771 0.0717 0.0016 0.1075 0.116
H -4.577839 0.109036 2.144441 -0.0370 0.0143 0.0908 0.114
H -6.637773 -1.023507 1.780213 0.0461 -0.0666 0.0494 0.110
H -9.057678 -0.633920 1.951809 -0.0369 -0.0427 0.0463 0.101
H -10.179302 0.907379 0.384324 -0.0753 0.0120 0.0054 0.099
H -8.858379 2.065652 -1.348894 -0.0278 0.0533 -0.0430 0.101
H -6.434627 1.695184 -1.506458 0.0604 0.0513 -0.0550 0.111
H -4.887204 -0.005552 -2.111983 -0.0532 -0.0026 -0.0750 0.115
H -2.491112 -0.382097 -2.293302 0.0658 -0.0211 -0.0749 0.105
H 3.374561 -2.443664 2.463817 -0.1158 0.0775 0.1278 0.119
H 1.706129 -1.895167 2.244001 0.0607 -0.0106 0.0939 0.126
H 2.386996 0.321327 1.645353 -0.0218 -0.1252 0.1805 0.104
H 3.558662 -0.134005 2.895422 -0.1358 -0.0322 -0.0471 0.120
```
Positions in Å, forces in eV/Å.

The value obtained for the energy is -45742.1561 eV. As for the HOMO energy: -0.29326 hartree. The strongest force on any atom comes out at 1.13 eV/A. The calculation puts the energy above the lowest of the compared OMol25 structures with the same formula, charge and spin at 312.1 kJ/mol. For the HOMO-LUMO gap, the calculation gives 8.6 eV.